ORCA calculation (ωB97M-V/def2-TZVPD) on C36H47BBiN12O3 as an isolated structure.

As for the HOMO-LUMO gap: 4.43 eV. For the largest force on an atom, the calculation gives 1.3 eV/A. The multiplicity is 1. Its lowest unoccupied orbital energy is 2.19 eV. Its charge is -1.

Atoms and positions in Å:
Bi  0.01876  0.43678  -0.15642
C  1.85516  4.18556  -1.49967
C  1.69184  2.89984  -0.74020
N  0.42856  2.59052  -0.17658
N  -0.29719  3.60582  0.26767
C  -1.32927  3.52077  1.02100
O  -1.85967  2.38523  1.63312
C  -1.98788  4.75326  1.44204
C  -2.92064  4.75243  2.48856
C  -3.51373  5.93004  2.91235
C  -3.19483  7.13791  2.30847
C  -2.26113  7.15222  1.27762
C  -1.67216  5.98173  0.84183
C  2.67611  1.99334  -0.50102
C  4.06108  2.15167  -0.89590
C  5.00074  1.27660  -0.46931
C  4.62755  0.16031  0.34150
C  3.29481  -0.00634  0.61903
N  2.33660  0.83646  0.22834
H  0.87488  4.64786  -1.59056
H  2.52040  4.89027  -0.98993
H  2.24259  4.00799  -2.50705
H  -3.16590  3.81424  2.96539
H  -4.23151  5.91153  3.72433
H  -3.65431  8.05907  2.64503
H  -1.99318  8.09336  0.81163
H  -0.96109  5.98176  0.02798
H  4.32365  3.00427  -1.50987
H  6.04448  1.40317  -0.73688
H  5.36872  -0.53118  0.71772
H  2.96053  -0.85821  1.20502
C  0.93989  1.54187  3.05104
C  0.68703  0.07301  3.07594
C  0.56930  -0.74469  4.20187
C  0.31034  -2.01099  3.71947
C  0.06374  -3.24059  4.53105
N  0.28200  -1.95502  2.37410
N  0.51222  -0.66699  1.97530
B  0.20782  -3.21873  1.45608
N  -1.12459  -3.25207  0.69420
N  -1.42256  -2.38513  -0.29101
C  -2.65407  -2.64652  -0.69792
C  -3.30445  -1.84463  -1.77677
C  -3.17734  -3.72371  0.03900
C  -2.17351  -4.08053  0.91678
C  -2.18567  -5.16447  1.94448
N  1.45427  -3.23024  0.55331
N  1.56925  -2.52523  -0.58676
C  2.80667  -2.68625  -1.03233
C  3.31303  -1.98718  -2.25139
C  3.51483  -3.54013  -0.17206
C  2.62229  -3.85669  0.83076
C  2.83487  -4.71933  2.03094
H  1.34454  1.86043  4.01095
H  0.00998  2.08209  2.86972
H  1.63596  1.79530  2.25308
H  0.66207  -0.45546  5.23530
H  0.07578  -2.97356  5.58636
H  0.82793  -3.99881  4.35519
H  -0.90537  -3.67892  4.29367
H  0.24955  -4.17843  2.16267
H  -2.77206  -0.90303  -1.90024
H  -4.34055  -1.63390  -1.51225
H  -3.29180  -2.38159  -2.72899
H  -4.15368  -4.17165  -0.04831
H  -3.11140  -5.73187  1.86342
H  -2.12438  -4.74838  2.95108
H  -1.34709  -5.84787  1.80792
H  2.71026  -1.10203  -2.45360
H  3.29397  -2.64343  -3.12649
H  4.34216  -1.67269  -2.08166
H  4.54139  -3.85628  -0.25567
H  3.83442  -5.14900  1.99916
H  2.10757  -5.53185  2.06405
H  2.72784  -4.13640  2.94795
C  -2.90126  2.14322  -1.07058
O  -3.00615  1.18041  -0.04005
C  -1.97438  1.14346  0.94356
C  -2.49104  0.14992  1.96674
H  -3.03747  3.16063  -0.69578
H  -3.70845  1.92202  -1.76979
H  -1.94539  2.09030  -1.60815
H  -3.49725  0.44543  2.27891
H  -1.84920  0.12682  2.84473
H  -2.53459  -0.84255  1.51620
C  -0.08669  -1.61606  -6.25952
N  -0.01158  -0.50793  -5.34469
C  -0.30379  0.85067  -5.71493
C  -0.39798  1.52476  -4.32118
O  -0.59801  2.70774  -4.16806
N  -0.23953  0.56564  -3.36141
C  -0.06620  -0.59831  -3.98074
N  0.02630  -1.77086  -3.38645
H  0.14966  -1.26201  -7.26092
H  -1.08241  -2.07632  -6.27539
H  0.64360  -2.38366  -5.99449
H  -1.26056  0.94719  -6.23734
H  0.48547  1.29814  -6.32165
H  0.22229  -1.86062  -2.38096
H  0.21812  -2.58466  -3.94280

Forces on the atoms, in the same order (eV/Å):
0.01 -0.24 -0.15
-0.02 -0.27 0.08
0.27 0.14 0.04
-0.53 -0.58 0.05
-0.14 0.37 0.19
0.41 -0.52 -0.10
-0.06 0.39 -0.23
-0.24 0.40 0.30
0.10 -0.14 -0.17
-0.07 0.19 -0.03
0.06 -0.03 0.09
-0.05 0.10 -0.01
-0.01 -0.21 0.01
-0.26 0.28 0.18
0.20 0.03 -0.18
-0.18 -0.03 -0.02
0.07 -0.09 0.13
0.27 0.04 0.12
-0.06 -0.17 -0.21
0.03 0.10 -0.07
0.00 0.04 -0.04
0.04 0.06 -0.01
-0.01 -0.01 -0.01
0.00 -0.05 0.00
-0.01 0.00 -0.01
-0.01 -0.02 -0.05
0.05 0.03 0.01
0.03 0.00 0.00
-0.02 0.10 -0.06
-0.07 -0.07 -0.02
-0.03 -0.01 -0.04
-0.04 0.00 -0.06
0.10 -0.28 -0.04
0.03 0.07 0.03
-0.05 0.15 0.04
0.08 -0.02 -0.12
-0.07 0.10 0.46
0.00 -0.11 0.29
-0.01 0.47 -0.34
-0.12 -0.45 -0.04
0.08 0.62 -0.29
0.08 -0.13 0.17
0.13 -0.07 0.05
-0.01 -0.03 0.03
-0.08 -0.03 -0.09
0.07 0.08 -0.04
0.10 -0.46 0.00
-0.17 0.58 -0.60
-0.07 -0.15 0.17
-0.09 -0.09 0.07
0.02 -0.02 0.08
0.10 -0.10 -0.08
-0.12 0.09 -0.04
0.02 -0.01 0.01
0.03 0.04 0.04
0.02 0.07 0.05
-0.01 0.04 0.01
-0.01 0.00 0.02
-0.05 -0.04 0.03
0.04 -0.02 0.05
-0.01 -0.01 0.09
-0.04 0.06 -0.04
-0.01 0.08 -0.06
-0.03 0.02 -0.01
-0.01 -0.03 0.02
-0.02 0.01 0.00
-0.01 -0.10 0.00
-0.01 -0.01 0.06
0.04 0.05 -0.02
-0.01 0.03 -0.03
-0.01 0.09 -0.05
0.03 -0.01 0.04
0.03 0.03 0.03
0.02 -0.02 0.05
0.05 -0.06 0.05
0.04 -0.01 -0.12
0.05 0.00 0.22
0.09 -0.27 -0.19
0.12 0.12 -0.09
-0.02 -0.04 0.00
0.06 0.00 -0.04
-0.02 0.03 0.03
-0.02 0.04 -0.05
0.03 -0.06 -0.01
-0.01 -0.01 0.07
-0.09 -0.07 0.15
0.09 -0.24 0.03
-0.09 0.21 0.21
0.02 0.13 -0.47
0.00 -0.09 0.03
0.00 -0.54 0.41
-0.15 1.18 -0.58
0.26 -0.81 0.82
0.03 -0.03 0.01
0.01 0.01 -0.05
0.03 0.01 -0.08
0.01 0.01 0.01
-0.02 0.03 0.04
-0.22 0.13 -0.19
0.03 0.01 0.08